Below is 3 unconnected molecules or ions with the total composition C2H6N4O7 in a non-equilibrium geometry, with properties calculated with wB97M-V/def2-TZVPD.

LUMO level: -0.2 eV
Frontier orbital gap: 10.21 eV
SMILES: NC(=O)[N+](=O)[O-].NC(=O)O.O=NO

Cartesian coordinates (Å):
N1 -2.264 -0.383 0.871
C1 -1.352 -1.090 0.222
O1 -0.565 -1.891 0.557
N2 -1.616 -0.828 -1.314
O2 -2.700 -0.375 -1.585
O3 -0.780 -1.226 -2.092
H1 -2.194 -0.386 1.872
H2 -2.843 0.379 0.509
N3 1.616 0.427 -0.761
C2 0.815 1.371 -0.236
O4 -0.311 1.171 0.159
O5 1.358 2.598 0.026
H3 2.516 0.687 -1.082
H4 1.280 -0.488 -0.955
H5 0.644 3.269 0.500
O6 3.753 -1.691 0.131
N4 2.673 -1.973 -0.322
O7 2.041 -3.001 0.297
H6 1.151 -3.093 0.143

Mulliken atomic charge list, values in e, 2 entries: atom 1 (N): -0.37, atom 2 (C): 0.37